# 1
{"formula": "C3H5N3O", "method": "ωB97M-V/def2-TZVPD", "e_above_lowest_ev": 4.6218, "largest_force_ha_per_bohr": 0.08850, "smiles": "[H]/N=c1/ncon1C", "total_energy_ha": -356.68753, "total_charge": 0, "species": ["C", "C", "C", "H", "H", "H", "H", "H", "N", "N", "N", "O"], "positions_angstrom": [[-1.005, -0.929, 0.329], [1.461, 0.054, -1.159], [0.360, 1.080, 0.248], [-0.393, -1.902, 0.604], [-1.681, -0.620, 1.040], [-1.601, -1.375, -0.329], [2.450, -0.316, -1.631], [-1.058, 1.739, 1.575], [-0.488, 0.201, -0.425], [1.677, 0.868, -0.182], [0.054, 1.576, 1.395], [0.225, -0.376, -1.466]]}


# 2
{"formula": "C3H5N3O", "method": "ωB97M-V/def2-TZVPD", "e_above_lowest_ev": 6.2314, "largest_force_ha_per_bohr": 0.00654, "total_energy_ha": -356.62837, "total_charge": 0, "species": ["N", "C", "C", "N", "C", "O", "N", "H", "H", "H", "H", "H"], "positions_angstrom": [[1.892, -0.106, -0.068], [0.557, -0.178, -0.065], [-0.365, 0.890, 0.344], [-1.452, 0.751, -0.584], [-1.597, -0.659, -0.089], [-1.429, -0.358, 1.224], [-0.219, -1.163, -0.474], [2.458, -0.907, -0.300], [2.356, 0.780, 0.051], [0.058, 1.872, 0.602], [-2.267, 1.224, -0.208], [0.007, -2.143, -0.431]]}


# 3
{"formula": "C3H5N3O3", "method": "ωB97M-V/def2-TZVPD", "e_above_lowest_ev": 1.6277, "largest_force_ha_per_bohr": 0.07292, "smiles": "N=C=N[C@](N)(O)C(=O)O", "total_energy_ha": -507.28804, "total_charge": 0, "species": ["C", "C", "C", "N", "O", "O", "N", "N", "O", "H", "H", "H", "H", "H"], "positions_angstrom": [[-0.803, -0.933, -0.239], [-0.381, 0.608, 0.029], [1.671, -0.629, 0.312], [-0.641, 1.429, -1.102], [-1.500, -1.449, 0.759], [-1.052, 1.054, 1.169], [0.997, 0.400, 0.311], [2.607, -1.329, 0.621], [-0.642, -1.422, -1.324], [-1.706, -0.753, 1.413], [-0.979, 2.014, 1.215], [-0.745, 0.884, -1.951], [0.095, 2.112, -1.243], [3.078, -1.987, 0.029]]}


# 4
{"formula": "C3H5N3OS", "method": "ωB97M-V/def2-TZVPD", "e_above_lowest_ev": 3.5727, "largest_force_ha_per_bohr": 0.06556, "smiles": "Nc1cc(=S)n(O)[nH]1", "total_energy_ha": -754.90776, "total_charge": 0, "species": ["C", "C", "C", "H", "H", "H", "H", "H", "N", "N", "N", "O", "S"], "positions_angstrom": [[-0.152, 0.996, 0.046], [-1.185, 0.075, -0.022], [-0.600, -1.257, -0.119], [0.226, 2.848, -0.499], [-1.098, 2.656, 0.537], [-2.220, 0.296, 0.257], [1.194, -2.864, -0.570], [1.643, 0.443, 0.856], [-0.125, 2.325, 0.349], [0.755, -1.040, 0.025], [1.107, 0.296, -0.081], [1.713, -1.939, -0.439], [-1.259, -2.835, -0.340]]}


# 5
{"formula": "C3H5N3OS", "method": "ωB97M-V/def2-TZVPD", "e_above_lowest_ev": 4.8461, "largest_force_ha_per_bohr": 0.14340, "smiles": "Nc1ncc(O)n1S", "total_energy_ha": -754.86097, "total_charge": 0, "species": ["C", "C", "C", "H", "H", "H", "H", "H", "N", "N", "N", "O", "S"], "positions_angstrom": [[0.480, 1.010, -0.086], [-1.744, 0.815, 0.076], [-1.366, -0.382, -0.231], [2.512, 0.252, 0.075], [2.420, 2.061, 0.278], [-2.759, 1.065, 0.059], [-1.580, -2.459, -0.687], [1.584, -1.599, 1.321], [1.914, 1.143, -0.392], [-0.659, 1.704, -0.056], [0.019, -0.386, -0.116], [-1.996, -1.499, -0.143], [1.177, -1.726, -0.096]]}


# 6
{"formula": "C3H5N3OS", "method": "ωB97M-V/def2-TZVPD", "e_above_lowest_ev": 0.6872, "largest_force_ha_per_bohr": 0.01923, "smiles": "[H]/N=C1/NCC(=O)NS1", "total_energy_ha": -755.01380, "total_charge": 0, "species": ["C", "C", "C", "H", "H", "H", "H", "H", "N", "N", "N", "O", "S"], "positions_angstrom": [[-1.407, 0.006, -0.154], [0.807, 0.811, 0.599], [1.596, -0.310, -0.043], [-3.178, -0.578, -0.490], [-0.841, 1.908, -0.268], [1.401, 1.741, 0.504], [0.631, 0.610, 1.667], [1.197, -2.111, -0.920], [-2.617, 0.251, -0.409], [-0.439, 0.972, -0.135], [0.862, -1.468, -0.214], [2.751, -0.212, -0.424], [-0.764, -1.619, 0.287]]}


# 7
{"formula": "C3H5N3OS", "method": "ωB97M-V/def2-TZVPD", "e_above_lowest_ev": 3.5976, "largest_force_ha_per_bohr": 0.05341, "smiles": "[H]/N=c1/c(S)con1N", "total_energy_ha": -754.90685, "total_charge": 0, "species": ["C", "C", "C", "H", "H", "H", "H", "H", "N", "N", "N", "O", "S"], "positions_angstrom": [[-0.911, 1.259, 0.103], [0.374, 0.739, 0.151], [0.244, -0.708, -0.132], [-2.569, -2.071, -0.944], [-2.171, -1.816, 0.662], [-1.303, 2.271, 0.194], [2.545, 0.309, 0.824], [0.754, -2.516, -0.211], [-1.807, -1.963, -0.300], [-1.089, -0.828, -0.653], [1.119, -1.609, 0.019], [-1.798, 0.378, -0.400], [1.958, 1.491, 0.531]]}


# 8
{"formula": "C3H5N3OS", "method": "ωB97M-V/def2-TZVPD", "e_above_lowest_ev": 7.6120, "largest_force_ha_per_bohr": 0.08993, "total_energy_ha": -754.75932, "total_charge": 0, "species": ["C", "C", "C", "N", "N", "N", "O", "S", "H", "H", "H", "H", "H"], "positions_angstrom": [[0.438, 1.790, -0.003], [1.710, 1.339, -0.087], [0.044, -0.666, 0.304], [-0.684, 1.170, 0.208], [-2.227, -1.140, -0.204], [-0.888, -1.547, 0.024], [2.794, -1.070, 0.105], [1.644, -0.343, -0.445], [0.385, 2.957, 0.096], [2.522, 1.942, -0.173], [-2.152, -0.095, 0.159], [-2.864, -1.817, 0.238], [-0.723, -2.520, -0.220]]}